Record 1
{
  "formula": "C18H24Cl16N2O2PS2",
  "method": "ωB97M-V/def2-TZVPD",
  "total_charge": 1,
  "homo_lumo_gap_ha": 0.28006,
  "e_lumo_ha": -0.1666,
  "multiplicity": 1,
  "species": ["C", "C", "C", "C", "C", "N", "N", "P", "S", "C", "S", "C", "C", "C", "C", "C", "C", "C", "O", "C", "O", "H", "H", "H", "H", "H", "H", "H", "H", "H", "H", "H", "H", "H", "H", "H", "H", "H", "H", "H", "H", "H", "H", "H", "H", "C", "Cl", "Cl", "Cl", "Cl", "C", "Cl", "Cl", "Cl", "Cl", "C", "Cl", "Cl", "Cl", "Cl", "C", "Cl", "Cl", "Cl", "Cl"],
  "positions_angstrom": [[-2.5165, -0.6908, -3.3239], [-1.2565, -1.1724, -2.5990], [-1.6654, -2.2872, -1.5883], [-1.4246, -3.7207, -2.1447], [-1.0324, -2.0918, -0.2284], [-1.9002, -1.7989, 0.7143], [-1.3413, -1.6237, 1.9165], [-2.5329, -1.2077, 3.2075], [-2.9485, -2.7205, 4.3156], [-0.0614, -1.7403, 2.2135], [0.4697, -1.5007, 3.8991], [0.9083, -2.0440, 1.2190], [2.3458, -2.1933, 1.6025], [0.3816, -2.2128, -0.0672], [1.3306, -2.5221, -1.1869], [2.4938, -1.4718, -1.3177], [2.3995, -0.5842, -2.5843], [3.5983, -0.6921, -3.5311], [4.0342, 0.6384, -3.8288], [5.1837, 0.6298, -4.5824], [5.2173, 1.1287, -5.6646], [-3.1161, -0.0859, -2.6445], [-2.2927, -0.0774, -4.1930], [-3.1529, -1.5340, -3.5940], [-0.9052, -0.3394, -1.9829], [-0.5068, -1.5092, -3.3059], [-2.7446, -2.1849, -1.5065], [-0.7821, -4.3201, -1.5021], [-0.8721, -3.6238, -3.0811], [-2.3444, -4.2409, -2.3890], [-2.0009, -0.0931, 3.8738], [-3.6804, -0.7374, 2.5527], [0.3464, -2.7558, 4.3714], [2.3944, -2.9020, 2.4293], [2.9579, -2.5971, 0.8091], [2.7131, -1.2338, 1.9611], [0.8649, -2.5801, -2.1595], [1.8101, -3.4890, -1.0240], [2.4621, -0.7958, -0.4702], [3.4526, -1.9847, -1.3256], [2.3437, 0.4590, -2.2757], [1.4854, -0.7880, -3.1337], [3.2981, -1.2111, -4.4441], [4.4347, -1.2420, -3.0860], [6.0465, 0.1439, -4.1015], [1.3163, 2.2599, 1.7228], [1.1479, 2.4274, 3.4687], [0.7366, 0.6321, 1.2383], [0.3538, 3.4867, 0.9113], [3.0060, 2.4169, 1.2649], [-5.7298, 1.5261, 4.7356], [-7.4320, 1.5178, 5.1868], [-4.8486, 2.6604, 5.7637], [-5.0649, -0.1024, 4.9799], [-5.5782, 2.0521, 3.0534], [-4.0825, 4.0551, -0.3979], [-3.1752, 2.5991, 0.0719], [-4.2145, 4.1262, -2.1525], [-5.6953, 3.9980, 0.3089], [-3.2364, 5.4895, 0.1840], [3.7224, 6.0926, 2.6885], [4.4703, 4.7407, 3.5504], [3.5742, 5.6974, 0.9695], [2.1136, 6.3949, 3.3560], [4.7216, 7.5304, 2.8772]],
  "atomic_forces_ev_per_a": [[-0.03, 0.01, 0.18], [-0.93, 0.19, 0.82], [0.11, -0.55, -0.67], [0.59, 0.53, -0.44], [-0.56, -0.24, -1.51], [1.23, 0.11, 0.44], [-0.78, 0.70, 0.46], [-1.08, -0.94, 1.41], [0.27, 0.03, -0.21], [1.03, -1.16, 0.30], [0.02, 0.59, 0.18], [-1.31, -0.62, -0.50], [-0.43, -0.47, 0.29], [0.45, -0.06, 0.95], [0.91, 0.45, -0.35], [-0.67, 0.28, -0.51], [0.26, -0.05, 0.27], [-0.19, 0.07, 0.40], [0.28, -0.34, -0.40], [-0.48, 0.46, -0.71], [0.26, -0.09, 0.55], [-0.01, 0.10, 0.06], [0.00, -0.09, -0.11], [0.11, -0.02, -0.36], [0.49, 0.14, -0.42], [0.17, 0.02, 0.05], [0.01, 0.11, 0.64], [-0.28, -0.21, 0.17], [-0.05, -0.15, -0.08], [-0.08, -0.10, 0.29], [0.25, 0.07, -0.55], [0.59, 0.16, -0.68], [-0.24, -0.05, -0.38], [0.10, 0.09, 0.12], [0.04, 0.17, -0.14], [0.27, -0.02, -0.04], [-0.37, -0.14, 0.08], [-0.29, -0.16, 0.23], [0.24, -0.07, 0.16], [0.02, -0.06, 0.19], [-0.02, 0.05, -0.04], [-0.05, 0.00, -0.05], [0.18, 0.11, -0.14], [-0.06, -0.08, 0.09], [-0.09, -0.09, 0.08], [0.03, 0.39, -0.03], [-0.02, -0.10, -0.02], [0.16, 1.24, -0.08], [0.00, -0.08, 0.00], [-0.08, -0.32, -0.03], [-0.19, 0.23, 0.24], [0.01, -0.02, -0.01], [0.03, -0.02, 0.01], [0.00, 0.12, -0.20], [0.14, -0.27, 0.04], [-0.03, 0.12, -0.06], [-0.02, -0.01, -0.01], [0.04, -0.07, -0.02], [-0.03, -0.03, 0.00], [0.06, -0.06, 0.04], [0.02, 0.08, -0.01], [0.00, 0.01, 0.00], [0.05, 0.16, 0.02], [-0.01, -0.04, -0.01], [-0.02, -0.02, -0.01]],
  "nbo_charge": [-0.61, -0.39, -0.27, -0.61, 0.23, -0.18, -0.39, 0.95, -0.48, 0.14, 0.06, -0.01, -0.67, 0.16, -0.49, -0.40, -0.42, -0.07, -0.54, 0.64, -0.50, 0.21, 0.23, 0.21, 0.20, 0.20, 0.25, 0.21, 0.21, 0.24, 0.01, 0.04, 0.19, 0.25, 0.24, 0.26, 0.24, 0.25, 0.21, 0.22, 0.24, 0.21, 0.19, 0.17, 0.11, -0.22, 0.07, 0.00, 0.09, 0.08, -0.23, 0.08, 0.06, 0.05, 0.05, -0.23, 0.02, 0.07, 0.07, 0.07, -0.23, 0.05, 0.05, 0.05, 0.08]
}

***

Record 2
{
  "formula": "C18H24Cl5GdO6",
  "method": "ωB97M-V/def2-TZVPD",
  "total_charge": 2,
  "homo_lumo_gap_ha": [0.34123, 0.24157],
  "e_lumo_ha": [-0.1848, -0.2833],
  "s2": 16.0701,
  "multiplicity": 8,
  "species": ["Gd", "C", "C", "O", "C", "C", "O", "C", "C", "O", "C", "C", "O", "C", "C", "O", "C", "C", "O", "H", "H", "H", "H", "H", "H", "H", "H", "H", "H", "H", "H", "H", "H", "H", "H", "H", "H", "H", "H", "H", "H", "H", "H", "Cl", "C", "C", "C", "Cl", "C", "Cl", "C", "Cl", "C", "Cl"],
  "positions_angstrom": [[6.6992, 8.1820, 8.6195], [3.7084, 6.6494, 7.6161], [3.9153, 7.6806, 6.5823], [5.3369, 7.8242, 6.4418], [5.7133, 8.6414, 5.2646], [7.2261, 8.5456, 5.2655], [7.6868, 9.1771, 6.4566], [9.1088, 9.0966, 6.5720], [9.5718, 7.6542, 6.7959], [8.6420, 7.0145, 7.7158], [8.9787, 5.6880, 8.1564], [9.0269, 5.7015, 9.6463], [7.7447, 6.2894, 10.0348], [7.4932, 6.1608, 11.4560], [6.7951, 7.4350, 11.9012], [5.8695, 7.7620, 10.8538], [4.4860, 7.5839, 11.0706], [3.9999, 6.5184, 10.0705], [4.4816, 6.9543, 8.8012], [4.0635, 5.6754, 7.2866], [2.6653, 6.5103, 7.9374], [3.4221, 8.6225, 6.8672], [3.4301, 7.2903, 5.6109], [5.4713, 9.6948, 5.4423], [5.2693, 8.2705, 4.3708], [7.6723, 9.0430, 4.3180], [7.4711, 7.5001, 5.2400], [9.4147, 9.7786, 7.3740], [9.5483, 9.4925, 5.6276], [10.5900, 7.5614, 7.1693], [9.4410, 7.0608, 5.8484], [9.8933, 5.3832, 7.6218], [8.1841, 4.9762, 7.8216], [9.8255, 6.3253, 9.9303], [9.2238, 4.7363, 10.0681], [8.4147, 5.9679, 11.9969], [6.7998, 5.3468, 11.6300], [7.4591, 8.2506, 11.9911], [6.3628, 7.2003, 12.8302], [3.9659, 8.5225, 10.8342], [4.2965, 7.2369, 12.0743], [2.9242, 6.3309, 9.9948], [4.5054, 5.5640, 10.3063], [4.5809, 10.5384, 8.4586], [5.8949, 11.1507, 9.5033], [6.9847, 10.3258, 9.5531], [8.0182, 10.6468, 10.3657], [9.4675, 9.5924, 10.3052], [7.9906, 11.8271, 11.1441], [9.3284, 12.3839, 12.0839], [6.8792, 12.7277, 11.0353], [6.9040, 14.2448, 11.7476], [5.8315, 12.3399, 10.1792], [4.5201, 13.4941, 9.8961]],
  "atomic_forces_ev_per_a": [[-0.31, -0.60, -0.46], [-0.28, -1.56, 1.50], [-0.82, -0.13, -1.36], [-0.37, 0.85, -0.91], [1.25, 0.37, 1.93], [-0.35, 0.98, -2.05], [0.10, -0.39, 0.21], [0.77, 0.37, -0.43], [-1.04, -1.02, -1.07], [-0.01, 0.76, 0.19], [-0.42, -1.00, -1.35], [-0.90, 0.45, -0.81], [1.07, -0.62, 0.44], [-0.33, 0.48, -0.41], [0.61, -1.15, -1.47], [0.17, 0.36, 0.41], [-1.45, -0.54, -0.90], [0.75, -0.50, 0.15], [0.43, 1.01, -0.62], [-0.01, -0.12, -0.32], [0.14, 0.36, -0.46], [0.34, -0.09, -0.23], [0.83, 0.69, 1.31], [-0.46, -0.19, -0.02], [-0.39, -0.42, -0.61], [-0.66, -0.61, 1.59], [0.39, -0.57, 0.07], [-0.20, -0.27, -0.02], [-0.07, -0.34, 0.61], [0.03, 0.22, -0.04], [0.63, 0.65, 0.71], [-0.11, -0.02, 0.68], [0.40, 0.65, 0.10], [0.91, 1.13, 0.79], [-0.42, -0.71, 0.23], [0.11, 0.12, 0.08], [0.02, -0.47, -0.18], [0.77, 0.96, 0.16], [-1.08, 0.20, 1.21], [0.18, -0.10, 0.40], [-0.15, 0.17, 0.40], [0.09, 0.36, 0.47], [-0.32, 0.18, -0.04], [0.33, 0.44, 0.42], [-0.60, -0.68, -0.73], [-0.20, -0.43, -0.08], [1.28, 0.79, 0.91], [-0.77, 0.52, 0.25], [-0.09, 0.86, -0.13], [-0.17, -0.65, -0.26], [0.76, -1.92, -0.95], [-0.05, 0.34, 0.36], [-1.07, 1.89, 0.17], [0.75, -1.07, 0.16]],
  "mulliken_charge": [1.09, -0.53, -0.54, -0.05, -0.95, -0.38, -0.14, -0.67, -0.63, -0.01, -0.74, -0.71, -0.16, -0.64, -0.67, 0.05, -0.50, -0.57, -0.19, 0.28, 0.43, 0.18, 0.40, 0.29, 0.53, 0.41, 0.27, 0.18, 0.50, 0.53, 0.42, 0.55, 0.21, 0.34, 0.54, 0.57, 0.24, 0.24, 0.56, 0.21, 0.48, 0.52, 0.15, -0.22, 0.22, 0.18, 0.05, -0.13, -0.01, -0.15, 0.25, -0.12, 0.01, -0.15]
}

***

Record 3
{
  "formula": "C18H24ClN3O4",
  "method": "ωB97M-V/def2-TZVPD",
  "relative_energy_kcal_mol": 93.5,
  "homo_lumo_gap_ha": 0.31073,
  "smiles": "CCCCOc1cc(CNc2c(OCC)n[nH]c(=O)c2Cl)ccc1OC",
  "e_lumo_ha": -0.0006,
  "multiplicity": 1,
  "species": ["C", "C", "C", "C", "O", "C", "C", "C", "C", "N", "C", "C", "O", "C", "C", "N", "N", "C", "O", "C", "Cl", "C", "C", "C", "O", "C", "H", "H", "H", "H", "H", "H", "H", "H", "H", "H", "H", "H", "H", "H", "H", "H", "H", "H", "H", "H", "H", "H", "H", "H"],
  "positions_angstrom": [[1.8594, 2.5653, 3.3915], [1.2485, 3.5031, 2.2613], [1.2142, 2.8487, 0.9317], [1.0301, 3.9267, -0.1638], [1.1720, 3.3204, -1.4824], [0.4723, 2.1913, -1.6252], [1.2189, 1.0975, -1.8553], [0.6251, -0.1892, -1.9548], [1.5047, -1.4325, -2.0516], [1.4296, -2.0514, -0.7651], [0.9510, -3.2892, -0.7648], [-0.2601, -3.4884, -0.0761], [-0.8875, -2.3163, 0.3684], [-2.1123, -2.4352, 1.1645], [-2.2361, -1.2003, 1.9968], [-0.8971, -4.6470, 0.0895], [-0.1837, -5.7316, -0.4160], [1.0264, -5.6923, -1.1925], [1.4474, -6.7634, -1.6395], [1.6699, -4.3737, -1.2491], [3.1694, -4.1188, -2.1190], [-0.8089, -0.2440, -1.9697], [-1.5439, 0.8976, -1.8130], [-0.9919, 2.1547, -1.6611], [-1.8185, 3.2463, -1.5739], [-2.6583, 3.1472, -0.4268], [1.3312, 1.6117, 3.4746], [2.9078, 2.3473, 3.2169], [1.7204, 3.1044, 4.3002], [0.1396, 3.7833, 2.4111], [1.9115, 4.4085, 2.2245], [0.4272, 2.1552, 0.8347], [2.1150, 2.2571, 0.7155], [0.0648, 4.4329, -0.0302], [1.8425, 4.7189, -0.1143], [2.3064, 1.2118, -1.9682], [1.2923, -2.1318, -2.8014], [2.4601, -1.0445, -2.2995], [0.9790, -1.4597, -0.0305], [-2.9453, -2.6171, 0.6363], [-1.9797, -3.3314, 1.8238], [-1.3223, -0.9516, 2.4494], [-2.5546, -0.4232, 1.3311], [-2.9628, -1.4295, 2.8517], [-0.6889, -6.6325, -0.1423], [-1.2222, -1.2668, -2.1711], [-2.6088, 0.7519, -1.7490], [-3.5887, 2.6073, -0.6228], [-2.3091, 2.7350, 0.4941], [-2.9559, 4.2372, -0.2390]],
  "atomic_forces_ev_per_a": [[-1.40, 0.68, -1.32], [-0.24, -0.17, 1.35], [1.48, 1.01, -1.58], [1.17, -0.08, -0.06], [0.04, 2.15, 0.86], [-3.18, 1.33, -0.56], [0.47, -3.35, -0.31], [-1.48, 1.01, -1.24], [-0.38, 2.87, 0.56], [0.52, 1.96, 1.53], [1.54, -2.50, 0.49], [-4.11, -1.55, 1.40], [0.05, -1.23, -0.30], [4.14, -1.29, 2.95], [-1.80, -0.97, 0.65], [2.69, 1.20, -0.88], [-1.00, 0.33, 0.60], [-0.32, -2.18, 0.47], [-0.26, 1.58, 0.36], [-1.48, 0.40, -0.40], [-0.92, -0.48, 0.67], [2.91, -1.95, -0.31], [-0.81, -0.12, 0.19], [2.18, -1.03, -0.23], [0.98, -0.60, 1.12], [-2.11, 2.89, -0.48], [-0.06, 0.10, -0.11], [0.13, 0.19, -0.10], [0.23, 0.15, 0.96], [1.81, -0.01, 0.63], [-0.88, -0.53, 0.07], [-1.18, -0.90, 0.17], [0.10, 0.32, 0.02], [0.05, -0.13, -0.30], [-0.94, -1.04, -0.06], [-0.52, 0.00, 0.32], [-0.86, -0.86, -1.17], [1.36, 0.07, 0.02], [0.50, -0.64, -1.26], [-2.75, -0.56, -2.59], [-0.03, 0.65, -0.48], [1.32, 0.38, 0.54], [-0.38, 0.85, 0.13], [0.68, 0.65, -1.36], [1.59, 1.62, -1.13], [-0.08, 1.28, 0.46], [-0.39, 0.37, -0.27], [0.05, -0.03, -0.39], [1.29, -0.33, 0.36], [0.26, -1.53, 0.00]],
  "nbo_charge": [-0.60, -0.39, -0.44, -0.05, -0.51, 0.24, -0.26, -0.02, -0.24, -0.59, 0.11, 0.43, -0.53, -0.05, -0.62, -0.25, -0.42, 0.57, -0.61, -0.13, 0.05, -0.21, -0.29, 0.31, -0.52, -0.27, 0.20, 0.21, 0.21, 0.20, 0.20, 0.20, 0.20, 0.18, 0.19, 0.23, 0.21, 0.20, 0.42, 0.18, 0.19, 0.22, 0.21, 0.22, 0.43, 0.22, 0.22, 0.18, 0.18, 0.20]
}

***

Record 4
{
  "formula": "C18H24HgN2O4",
  "method": "ωB97M-V/def2-TZVPD",
  "relative_energy_kcal_mol": 0.0,
  "total_charge": 1,
  "homo_lumo_gap_ha": [0.22213, 0.22223],
  "e_lumo_ha": [-0.1232, -0.1238],
  "s2": 0.7618,
  "multiplicity": 2,
  "species": ["C", "C", "H", "H", "C", "C", "H", "H", "C", "H", "H", "H", "C", "H", "H", "H", "Hg", "O", "C", "O", "C", "O", "N", "C", "C", "H", "H", "H", "H", "C", "C", "H", "H", "H", "O", "C", "C", "C", "C", "C", "C", "N", "H", "H", "H", "H", "H", "H", "H"],
  "positions_angstrom": [[-0.8307, -1.7343, -4.2451], [-1.6546, -0.9866, -5.0516], [-1.1486, -2.6614, -3.7594], [0.1795, -1.3911, -4.0101], [-2.0078, 0.3792, -4.6850], [-1.8193, 0.8142, -3.4064], [-1.3932, 0.1344, -2.6732], [-2.1214, 1.8243, -3.1271], [-2.1979, -1.4770, -6.3750], [-1.9758, -2.5324, -6.5442], [-1.7544, -0.9075, -7.2043], [-3.2894, -1.3580, -6.4230], [-2.6457, 1.3143, -5.6918], [-3.6854, 1.0298, -5.9129], [-2.0798, 1.3796, -6.6357], [-2.6792, 2.3049, -5.2258], [1.0210, 0.8123, 3.2102], [0.0456, 0.5300, 0.6616], [1.1344, 0.4160, 0.0766], [1.8521, 2.5131, 1.9481], [2.1645, 2.5343, 0.7331], [2.8090, 3.5593, 0.2025], [1.9393, 1.5548, -0.1985], [3.1679, 3.2174, -1.1830], [2.4854, 1.9196, -1.5100], [4.2544, 3.1155, -1.2127], [2.8525, 4.0378, -1.8302], [3.1581, 1.1336, -1.8561], [1.6961, 2.0638, -2.2619], [1.7371, -0.8596, -0.2324], [1.2247, -1.9846, 0.3103], [2.6276, -0.8477, -0.8614], [0.2988, -1.9408, 0.8785], [1.7545, -2.9294, 0.1845], [-1.4654, 1.0029, 4.0099], [-1.8961, -0.1193, 4.7674], [-0.7069, -0.8026, 5.3663], [-0.8325, -1.5052, 6.5633], [0.2766, -2.1666, 7.0812], [1.4782, -2.1146, 6.3705], [1.5597, -1.3586, 5.2126], [0.4825, -0.6604, 4.7495], [-2.2481, 1.4811, 3.6787], [-2.5437, 0.2217, 5.5868], [-2.4526, -0.8321, 4.1357], [-1.8124, -1.4935, 7.0376], [0.2015, -2.7148, 8.0175], [2.3650, -2.6468, 6.7108], [2.4748, -1.2689, 4.6236]],
  "atomic_forces_ev_per_a": [[0.15, -0.04, 0.07], [0.29, -0.03, -0.27], [0.56, -0.65, -1.48], [-0.70, 0.71, 1.16], [1.07, 1.18, 0.36], [-0.12, -0.41, -1.02], [-0.32, 0.20, 0.06], [0.25, -0.25, 0.04], [-1.38, -0.81, 0.76], [0.09, 0.11, 0.08], [0.01, -0.02, 0.41], [0.16, 0.05, -0.30], [-0.05, 0.14, 0.22], [0.35, -0.03, -0.07], [-0.25, -0.07, 0.36], [-0.06, -0.07, -0.32], [0.25, 0.21, -0.43], [2.09, 0.10, -1.07], [-2.29, 0.59, 1.21], [0.95, 1.02, -3.03], [-0.94, 0.08, 2.17], [0.11, -0.51, -0.78], [-0.29, 0.18, 0.21], [0.80, 0.96, 0.30], [-0.70, -0.81, -0.09], [-0.13, 0.18, 0.05], [0.07, -0.09, 0.24], [0.10, 0.22, -0.10], [0.06, -0.21, 0.34], [-0.03, -1.37, -0.19], [0.71, 0.71, -0.62], [-0.12, -0.23, 0.33], [0.24, -0.05, -0.01], [-0.35, 0.19, 0.01], [-0.66, 0.21, -0.17], [-0.38, 0.35, 0.01], [1.01, 0.28, 0.18], [0.08, -0.05, -0.27], [-0.19, 0.18, -0.27], [0.26, -0.09, -0.09], [-1.07, 0.41, 0.17], [-0.18, -2.17, 1.54], [0.52, -0.29, 0.13], [0.01, -0.22, -0.18], [0.12, 0.16, 0.18], [0.32, -0.21, 0.11], [0.06, 0.10, -0.20], [-0.27, 0.12, -0.01], [-0.23, 0.02, 0.28]],
  "nbo_charge": [-0.44, 0.02, 0.20, 0.19, -0.04, -0.38, 0.20, 0.19, -0.65, 0.23, 0.24, 0.21, -0.65, 0.23, 0.22, 0.22, 0.82, -0.56, 0.67, -0.68, 0.93, -0.44, -0.50, -0.09, -0.24, 0.21, 0.22, 0.22, 0.22, -0.35, -0.23, 0.22, 0.22, 0.22, -0.75, -0.10, 0.21, -0.23, -0.12, -0.25, 0.05, -0.54, 0.50, 0.20, 0.20, 0.24, 0.24, 0.24, 0.22]
}